Entry 1:
{
  "formula": "C43H63ClMnN5OP",
  "method": "ωB97M-V/def2-TZVPD",
  "homo_ev": [-6.049, -6.660],
  "gap_ha": [0.23546, 0.25783],
  "charge": 0,
  "de_lowest_kcal_mol": 28.6,
  "spin_multiplicity": 6,
  "lumo_energy_ev": [0.358, 0.356],
  "species": ["Mn", "C", "C", "C", "C", "C", "C", "C", "C", "C", "C", "C", "C", "C", "C", "C", "C", "C", "C", "C", "C", "C", "P", "C", "C", "C", "C", "C", "C", "C", "C", "H", "H", "H", "H", "H", "H", "H", "H", "H", "H", "H", "H", "H", "H", "H", "H", "H", "H", "H", "H", "H", "H", "H", "H", "H", "H", "H", "H", "H", "H", "H", "H", "H", "H", "H", "H", "H", "H", "H", "H", "H", "H", "H", "H", "H", "C", "N", "C", "C", "O", "N", "C", "C", "H", "H", "H", "H", "H", "H", "H", "H", "H", "H", "H", "H", "N", "C", "N", "C", "N", "Cl", "C", "C", "C", "C", "C", "C", "C", "H", "H", "H", "H", "H", "H"],
  "coordinates": [[0.45156, 0.27301, 0.32054], [-0.23901, 3.32259, -3.26738], [-1.37955, 2.29838, -3.24829], [-1.75764, 1.90503, -4.68143], [-1.20234, 1.07367, -2.36424], [-0.12209, 0.03556, -2.59512], [-0.01932, -0.98373, -1.42604], [0.40973, -2.35649, -1.98988], [-0.68372, -2.91878, -2.93045], [1.74200, -2.42579, -2.74284], [-1.16822, -1.14282, -0.50510], [-2.29354, -0.35513, -0.62405], [-2.19482, 0.79493, -1.50518], [-3.64617, -0.55696, 0.03380], [-4.36006, 0.75015, 0.42081], [-4.58727, -1.29211, -0.93675], [-1.14819, -2.34109, 0.44908], [-2.06302, -3.35282, 0.13736], [-2.20038, -4.51297, 0.87896], [-1.39228, -4.71590, 1.98381], [-0.45697, -3.74989, 2.30824], [-0.30495, -2.56242, 1.58053], [1.08626, -1.43336, 2.05863], [1.07631, -1.02932, 3.89710], [2.42933, -0.36533, 4.21005], [0.82705, -2.18288, 4.87230], [-0.00881, 0.01564, 4.16172], [2.68266, -2.39340, 1.73591], [2.49559, -3.14908, 0.42382], [3.09757, -3.40892, 2.80099], [3.82063, -1.37961, 1.50119], [-0.60923, 4.26056, -3.68931], [0.59973, 3.00407, -3.88830], [0.14332, 3.53418, -2.26664], [-2.24557, 2.81649, -2.82631], [-0.91490, 1.45363, -5.20718], [-2.05884, 2.79029, -5.24827], [-2.58803, 1.19449, -4.68781], [-0.42494, -0.50803, -3.50427], [0.47017, -3.05662, -1.16125], [-0.53957, -2.59407, -3.96475], [-1.68480, -2.60017, -2.62763], [-0.66033, -4.01227, -2.93695], [1.69890, -1.87250, -3.68255], [1.96018, -3.46702, -2.99931], [2.58993, -2.03889, -2.17511], [-2.99476, 1.52534, -1.43731], [-3.52780, -1.17373, 0.92759], [-4.82929, 1.20705, -0.45327], [-3.68813, 1.49011, 0.85293], [-5.16308, 0.54577, 1.13282], [-4.73238, -0.68342, -1.83347], [-5.56678, -1.45118, -0.47652], [-4.20268, -2.25763, -1.26102], [-2.67676, -3.22692, -0.74193], [-2.92851, -5.25809, 0.58124], [-1.47315, -5.61787, 2.57759], [0.19255, -3.93220, 3.15142], [3.26486, -1.06122, 4.20707], [2.36606, 0.06354, 5.21234], [2.66467, 0.45301, 3.52493], [1.55758, -2.98628, 4.79599], [-0.17119, -2.60249, 4.75109], [0.88906, -1.78067, 5.88903], [-0.09687, 0.74322, 3.35804], [0.22934, 0.55427, 5.08318], [-0.96826, -0.47472, 4.29982], [1.75771, -3.94929, 0.50261], [3.45338, -3.59072, 0.13416], [2.18966, -2.46942, -0.36235], [2.34576, -4.18735, 2.94285], [3.33110, -2.96475, 3.76640], [4.00762, -3.90461, 2.44779], [3.52369, -0.59689, 0.80063], [4.66675, -1.91393, 1.05861], [4.17654, -0.90196, 2.41264], [-2.91285, 3.28379, 3.87916], [-2.34001, 2.30271, 2.96061], [-2.85262, 0.95846, 3.20832], [-1.35094, 2.49357, 2.03438], [-1.00703, 1.54087, 1.30024], [-0.74963, 3.69906, 1.83413], [0.00274, 3.89297, 0.59404], [-0.75913, 4.89119, 2.67709], [-3.83378, 2.85392, 4.26619], [-3.18339, 4.20937, 3.38579], [-2.26523, 3.49347, 4.73104], [-3.92292, 0.94145, 3.00800], [-2.70515, 0.69624, 4.25542], [-2.35802, 0.23420, 2.57091], [-0.12033, 3.04609, -0.06511], [1.06505, 4.02366, 0.80783], [-0.36957, 4.78943, 0.09242], [-0.64200, 4.65765, 3.72973], [-1.64430, 5.51180, 2.53037], [0.10593, 5.48439, 2.38941], [2.01694, 1.58054, 0.20193], [2.89014, 2.18068, 0.70458], [3.83904, 2.86619, 1.19552], [4.31409, 2.66673, 2.41525], [4.75898, 2.53840, 3.47802], [3.57011, 2.60783, -3.11934], [2.86407, 1.74265, -4.46039], [3.41122, 1.95482, -5.71508], [2.89972, 1.27602, -6.80942], [1.84987, 0.38966, -6.62751], [1.31304, 0.19665, -5.36215], [1.79400, 0.87141, -4.24025], [1.27381, 0.66282, -2.83557], [4.23494, 2.64763, -5.82148], [3.32353, 1.43917, -7.79212], [1.44236, -0.15485, -7.47017], [0.49079, -0.49846, -5.24943], [1.32377, 1.61355, -2.30972], [2.00974, 0.05302, -2.30993]]
}

***

Entry 2:
{
  "formula": "C35H37F6N4",
  "method": "ωB97M-V/def2-TZVPD",
  "homo_ev": -8.549,
  "gap_ha": 0.10960,
  "charge": 1,
  "lumo_energy_ev": -5.567,
  "species": ["C", "N", "C", "C", "F", "F", "F", "C", "C", "C", "C", "C", "C", "C", "C", "C", "N", "C", "C", "C", "F", "F", "F", "C", "C", "C", "C", "H", "H", "H", "H", "H", "H", "H", "H", "H", "H", "H", "H", "H", "H", "H", "H", "H", "H", "H", "C", "N", "C", "H", "C", "C", "C", "C", "C", "C", "C", "N", "C", "C", "C", "C", "C", "C", "C", "H", "H", "H", "H", "H", "H", "H", "H", "H", "H", "H", "H", "H", "H", "H", "H", "H"],
  "coordinates": [[4.49612, 5.68151, 0.88957], [4.55147, 4.22838, 0.73753], [5.58839, 3.76602, -0.19749], [5.15966, 4.02214, -1.65124], [6.11865, 3.55118, -2.46946], [3.99650, 3.38417, -1.87090], [4.99980, 5.34569, -1.82088], [3.34952, 3.48220, 0.88553], [3.27984, 2.26069, 1.57713], [2.09679, 1.57982, 1.69732], [0.89830, 2.06856, 1.12202], [-0.30699, 1.34215, 1.30611], [-1.63748, 1.62144, 0.89966], [-2.68695, 0.76780, 1.32045], [-3.99223, 1.01727, 0.98639], [-4.34199, 2.12926, 0.19897], [-5.68140, 2.42226, -0.20906], [-6.01387, 2.28159, -1.62854], [-6.44032, 3.48038, 0.48595], [-6.00295, 4.89755, 0.07421], [-6.80870, 5.78480, 0.68733], [-4.72941, 5.08543, 0.45681], [-6.10664, 5.01048, -1.25963], [-3.31182, 2.96123, -0.24101], [-2.02058, 2.72486, 0.10463], [1.01019, 3.27653, 0.39703], [2.17806, 3.96396, 0.29827], [3.67352, 5.95925, 1.54420], [5.42527, 6.04417, 1.31901], [4.34281, 6.15918, -0.07416], [6.52567, 4.28175, 0.00681], [5.76075, 2.70013, -0.05676], [4.17081, 1.87644, 2.03818], [2.06179, 0.65178, 2.24180], [-0.19764, 0.43791, 1.87978], [-2.43847, -0.08541, 1.92794], [-4.76912, 0.35488, 1.32098], [-5.32925, 1.58253, -2.10304], [-7.03078, 1.91702, -1.73936], [-5.92170, 3.23816, -2.13503], [-7.50310, 3.35602, 0.28505], [-6.30042, 3.37184, 1.56054], [-3.56442, 3.83059, -0.82482], [-1.31814, 3.43407, -0.26047], [0.19670, 3.68232, -0.15416], [2.22052, 4.85879, -0.29843], [-0.64310, -2.42897, -2.18767], [0.57538, -2.81805, -1.49393], [0.66076, -2.88652, -0.01379], [0.45395, -1.89567, 0.40307], [-0.26331, -3.90857, 0.56995], [-0.17621, -5.23164, 0.17875], [-1.02567, -6.18213, 0.70803], [-1.98525, -5.82813, 1.64486], [-2.90187, -6.85521, 2.21365], [-2.07078, -4.49982, 2.03622], [-1.22019, -3.55324, 1.50449], [2.09243, -3.21508, 0.20101], [2.67305, -3.35557, 1.52781], [2.75820, -3.36680, -1.03994], [1.83020, -3.11864, -2.07807], [2.22804, -3.19489, -3.40216], [3.54509, -3.51868, -3.68717], [4.45366, -3.76458, -2.67006], [4.07037, -3.69116, -1.34022], [-0.48777, -2.41642, -3.26306], [-1.43715, -3.13500, -1.95710], [-0.95225, -1.43700, -1.86606], [0.56527, -5.51235, -0.54775], [-0.95030, -7.21167, 0.39688], [-3.59241, -6.41533, 2.93511], [-3.49545, -7.32263, 1.42618], [-2.33763, -7.63649, 2.72563], [-2.81179, -4.21300, 2.76435], [-1.29965, -2.52739, 1.81777], [3.73400, -3.58127, 1.46301], [2.54495, -2.43221, 2.08812], [2.17582, -4.16119, 2.06242], [1.52450, -3.00291, -4.19232], [3.86787, -3.57768, -4.71431], [5.47348, -4.01325, -2.91655], [4.77700, -3.87967, -0.55197]]
}